No. 1
This record from the Open Molecules 2025 dataset describes the molecule C27H51BrIN2O3PS2 at a distorted geometry. The level of theory is wB97M-V/def2-TZVPD.

Its gap between HOMO and LUMO is 7.74 eV. Its molar mass is 753.63 g/mol. The SMILES is CCCCCCC[C@@]1([PH2]=O)OC(=O)[C@](CCCI)(CCCSC(=S)N(CC)CC)[C@]1(CNC)[C@H](Br)CC. Its total energy is -5403.77193 Eh.

Element x y z (Å)
C (5.37, 2.94, 1.23)
C (5.19, 4.02, 0.05)
C (3.81, 4.84, 0.14)
C (2.53, 3.91, 0.39)
C (1.28, 4.20, -0.58)
C (-0.11, 4.43, 0.23)
C (-0.55, 3.16, 1.08)
C (-1.88, 2.41, 0.54)
P (-3.17, 3.80, 0.68)
O (-3.63, 4.22, -0.75)
O (-1.63, 2.43, -0.91)
C (-2.29, 1.26, -1.40)
O (-3.08, 1.14, -2.33)
C (-1.74, 0.16, -0.32)
C (-0.20, 0.10, -0.73)
C (0.62, -1.18, -0.23)
C (1.87, -1.34, -1.27)
I (3.77, -1.73, -0.30)
C (-2.44, -1.21, -0.73)
C (-2.03, -1.81, -2.15)
C (-2.74, -3.26, -2.30)
S (-2.05, -4.54, -1.15)
C (-0.51, -5.27, -1.83)
S (-0.48, -6.96, -1.95)
N (0.69, -4.50, -2.23)
C (1.01, -4.64, -3.68)
C (2.49, -4.18, -4.09)
C (1.81, -4.95, -1.34)
C (1.39, -5.01, 0.23)
C (-2.19, 0.91, 1.06)
C (-1.15, 0.32, 2.16)
N (-1.23, -1.16, 2.32)
C (-0.07, -1.70, 3.13)
C (-3.60, 0.48, 1.62)
Br (-5.17, 0.91, 0.42)
C (-4.01, 0.90, 3.09)
C (-3.50, 2.28, 3.68)
H (4.63, 3.09, 2.07)
H (6.43, 2.95, 1.68)
H (5.23, 1.90, 0.76)
H (6.09, 4.73, 0.11)
H (5.19, 3.46, -0.95)
H (3.62, 5.46, -0.81)
H (3.89, 5.54, 1.05)
H (2.84, 2.81, 0.20)
H (2.16, 3.95, 1.46)
H (1.11, 3.37, -1.35)
H (1.49, 5.15, -1.19)
H (0.12, 5.30, 0.95)
H (-0.85, 4.82, -0.54)
H (0.36, 2.48, 1.17)
H (-0.81, 3.52, 2.14)
H (-2.61, 4.98, 1.27)
H (-4.36, 3.48, 1.40)
H (-0.14, 0.13, -1.88)
H (0.42, 1.02, -0.39)
H (0.07, -2.16, -0.28)
H (1.11, -0.97, 0.78)
H (1.96, -0.35, -1.85)
H (1.59, -2.12, -2.07)
H (-3.58, -1.20, -0.69)
H (-2.12, -1.99, 0.06)
H (-0.92, -2.00, -2.31)
H (-2.40, -1.21, -3.05)
H (-3.89, -3.19, -2.29)
H (-2.47, -3.60, -3.37)
H (0.28, -3.95, -4.24)
H (0.85, -5.68, -4.11)
H (2.45, -3.78, -5.16)
H (3.16, -5.10, -4.08)
H (2.94, -3.42, -3.36)
H (2.72, -4.25, -1.37)
H (2.21, -6.00, -1.60)
H (1.20, -6.08, 0.58)
H (0.54, -4.30, 0.50)
H (2.31, -4.65, 0.83)
H (-1.31, 0.77, 3.21)
H (-0.06, 0.56, 1.92)
H (-2.06, -1.42, 2.88)
H (0.91, -1.17, 2.90)
H (-0.28, -1.72, 4.25)
H (0.06, -2.79, 2.81)
H (-3.63, -0.67, 1.62)
H (-5.16, 0.91, 3.14)
H (-3.70, 0.07, 3.83)
H (-3.29, 2.16, 4.79)
H (-4.22, 3.17, 3.57)
H (-2.50, 2.63, 3.22)

---

No. 2
This record from the Open Molecules 2025 dataset describes a cluster of 2 separate species, C27H32F8NO6 in total at a distorted geometry. The level of theory is wB97M-V/def2-TZVPD.

As for the net charge: +1. Its gap between HOMO and LUMO is 6.07 eV. Its molar mass is 618.54 g/mol. Its total energy is -2352.87500 Eh.

Element x y z (Å)
C (1.68, -4.22, 0.70)
C (1.81, -3.05, -0.32)
C (1.23, -1.74, 0.27)
F (-0.13, -1.62, 0.08)
C (1.99, -0.52, -0.26)
C (2.94, 0.12, 0.52)
C (3.34, -0.34, 1.92)
O (4.70, -0.80, 1.80)
C (4.97, -1.84, 2.69)
C (5.65, -3.11, 2.18)
O (4.68, -1.70, 3.85)
C (3.61, 1.24, 0.02)
C (4.67, 1.92, 0.90)
O (5.83, 1.92, 0.58)
O (4.29, 2.51, 2.09)
C (3.30, 1.71, -1.27)
C (4.00, 2.96, -1.78)
F (5.33, 2.78, -1.89)
F (3.81, 3.97, -0.88)
C (3.52, 3.49, -3.16)
F (3.67, 2.57, -4.14)
F (4.36, 4.49, -3.49)
C (2.07, 4.10, -3.18)
F (1.35, 3.78, -2.09)
F (1.38, 3.73, -4.26)
F (2.17, 5.43, -3.20)
C (2.38, 1.02, -1.99)
N (1.75, -0.05, -1.51)
C (0.77, -0.67, -2.44)
C (-0.55, 0.10, -2.50)
C (-1.18, 0.25, -3.73)
C (-2.38, 0.90, -3.84)
C (-3.02, 1.45, -2.74)
C (-2.38, 1.31, -1.51)
C (-3.07, 1.88, -0.28)
C (-1.18, 0.65, -1.40)
H (1.23, -3.91, 1.65)
H (1.05, -5.04, 0.32)
H (2.68, -4.59, 0.95)
H (2.89, -2.86, -0.42)
H (1.42, -3.29, -1.31)
H (1.35, -1.83, 1.36)
H (3.26, 0.52, 2.59)
H (2.76, -1.17, 2.32)
H (5.89, -2.96, 1.12)
H (6.61, -3.25, 2.68)
H (5.00, -3.98, 2.29)
H (3.64, 3.19, 1.86)
H (2.12, 1.36, -2.99)
H (1.21, -0.56, -3.44)
H (0.64, -1.74, -2.28)
H (-0.76, -0.17, -4.65)
H (-2.90, 1.00, -4.80)
H (-3.97, 1.97, -2.83)
H (-2.72, 1.41, 0.65)
H (-2.99, 2.97, -0.20)
H (-4.14, 1.64, -0.35)
H (-0.70, 0.55, -0.42)
C (-8.17, -0.33, 2.27)
O (-7.60, -1.52, 2.79)
C (-6.66, -2.11, 1.90)
C (-5.23, -1.78, 2.30)
O (-4.95, -0.40, 2.16)
C (-5.00, 0.30, 3.40)
H (-8.68, 0.18, 3.09)
H (-7.43, 0.34, 1.84)
H (-8.92, -0.58, 1.51)
H (-6.85, -1.80, 0.87)
H (-6.80, -3.19, 1.96)
H (-4.55, -2.32, 1.63)
H (-5.03, -2.12, 3.32)
H (-4.10, 0.08, 3.99)
H (-5.88, 0.03, 3.98)
H (-5.03, 1.36, 3.19)

---

No. 3
This record from the Open Molecules 2025 dataset describes a cluster of 2 separate species, C3H9N3O in total at a distorted geometry. The level of theory is wB97M-V/def2-TZVPD.

Its gap between HOMO and LUMO is 10.00 eV. Its molar mass is 103.12 g/mol. The SMILES is [H]/N=C/N.NCC=O. Its total energy is -359.18281 Eh.

Element x y z (Å)
H (3.69, 1.03, 2.87)
N (3.32, 1.32, 1.96)
C (2.15, 0.84, 1.86)
N (1.32, 1.15, 0.81)
H (1.78, 0.05, 2.52)
H (0.79, 0.36, 0.48)
H (1.74, 1.80, 0.18)
N (-2.41, -1.15, -0.28)
C (-1.39, -1.13, -1.30)
C (-1.38, 0.22, -2.00)
O (-0.42, 0.74, -2.48)
H (-2.58, -2.08, 0.06)
H (-2.18, -0.60, 0.54)
H (-1.66, -1.83, -2.09)
H (-0.37, -1.38, -0.98)
H (-2.39, 0.64, -2.16)

---

No. 4
This record from the Open Molecules 2025 dataset describes a structure of composition C33H33IMoN7O5S. The level of theory is wB97M-V/def2-TZVPD.

As for the net charge: +1. As for the expectation value of S²: 2.020. The spin multiplicity is 3. Its gap between HOMO and LUMO (alpha / beta) is 6.85 / 7.23 eV. Its molar mass is 862.58 g/mol. Its total energy is -2800.62897 Eh.

Element x y z (Å)
Mo (0.08, -0.37, 0.53)
N (1.24, 6.23, 5.68)
C (1.04, 4.94, 5.24)
C (-0.01, 4.65, 4.36)
C (-0.18, 3.37, 3.88)
C (0.69, 2.37, 4.27)
C (1.74, 2.64, 5.14)
C (1.91, 3.92, 5.63)
S (0.48, 0.76, 3.65)
O (1.41, -0.12, 4.28)
O (-0.92, 0.42, 3.60)
N (0.87, 0.85, 2.04)
C (2.09, 1.17, 1.50)
N (2.28, 0.38, 0.41)
C (3.23, 0.74, -0.45)
C (4.10, 1.77, -0.16)
C (3.89, 2.43, 1.05)
N (2.87, 2.17, 1.86)
H (0.47, 6.87, 5.61)
H (1.82, 6.36, 6.50)
H (-0.69, 5.44, 4.06)
H (-1.00, 3.15, 3.21)
H (2.41, 1.84, 5.44)
H (2.72, 4.13, 6.31)
H (3.32, 0.16, -1.36)
H (4.89, 2.05, -0.83)
H (4.55, 3.23, 1.36)
C (-6.73, 1.89, -3.08)
O (-5.74, 1.11, -2.43)
C (-6.05, -0.18, -2.14)
C (-7.26, -0.79, -2.41)
C (-7.44, -2.13, -2.09)
C (-6.42, -2.86, -1.51)
C (-5.20, -2.26, -1.25)
C (-5.01, -0.92, -1.54)
N (-3.79, -0.23, -1.34)
C (-2.83, -0.54, -0.45)
N (-3.18, -1.14, 0.69)
C (-2.34, -1.91, 1.51)
C (-0.95, -1.89, 1.40)
C (-0.19, -2.72, 2.23)
C (-0.80, -3.52, 3.17)
C (-2.19, -3.52, 3.29)
C (-2.96, -2.72, 2.46)
O (-4.32, -2.64, 2.48)
C (-5.01, -3.36, 3.49)
N (-1.56, -0.23, -0.67)
C (-0.88, -0.31, -2.02)
C (-0.79, 1.13, -2.61)
C (-1.89, 1.50, -3.53)
C (-2.55, 0.57, -4.22)
C (-2.32, -0.85, -4.01)
C (-1.60, -1.27, -2.96)
O (-1.47, -2.54, -2.54)
C (-2.11, -3.55, -3.32)
H (-6.28, 2.87, -3.24)
H (-7.62, 2.00, -2.46)
H (-7.00, 1.46, -4.04)
H (-8.06, -0.24, -2.87)
H (-8.40, -2.60, -2.29)
H (-6.56, -3.91, -1.27)
H (-4.39, -2.84, -0.83)
H (-3.56, 0.48, -2.03)
H (-4.17, -1.22, 0.90)
H (0.90, -2.71, 2.16)
H (-0.21, -4.14, 3.82)
H (-2.66, -4.14, 4.03)
H (-6.07, -3.14, 3.36)
H (-4.69, -3.05, 4.48)
H (-4.85, -4.44, 3.37)
H (-0.74, 1.81, -1.77)
H (-2.06, 2.56, -3.70)
H (-3.31, 0.85, -4.94)
H (-2.81, -1.56, -4.66)
H (-1.89, -4.49, -2.82)
H (-1.71, -3.56, -4.33)
H (-3.19, -3.38, -3.35)
I (1.04, 1.55, -3.72)
C (0.45, -0.85, -1.51)
H (0.45, -1.94, -1.52)
H (1.33, -0.48, -2.02)

---

Among the records above, which one has the highest molar mass? C33H33IMoN7O5S